ORCA calculation (ωB97M-V with the def2-TZVPD basis set) on a 11-piece molecular cluster, C50H133N11O14 overall at a distorted geometry.

* highest occupied orbital energy: -0.3071 Ha
* electronic energy: -99047.000 eV
* net charge: 0
* molar mass: 1112.7 g mol⁻¹
* SMILES: COC[C@H](C)N.COC[C@H](C)N.COC[C@H](C)N.COC[C@H](C)N.COC[C@H](C)N.COC[C@H](C)N.COC[C@H](C)N.COC[C@H](C)N.COCCNCCOC.COCCNCCOC.COCCNCCOC

```
208
Properties=species:S:1:pos:R:3:mulliken_charge:R:1
C -13.66 -8.80 -21.38 -0.926
O -14.40 -7.56 -21.12 -0.219
C -14.24 -6.72 -22.32 -0.017
C -15.17 -5.48 -22.17 0.649
C -15.24 -4.60 -23.43 -1.749
N -14.78 -4.54 -21.12 -0.287
H -14.11 -9.40 -22.17 0.453
H -13.64 -9.39 -20.47 0.327
H -12.61 -8.68 -21.65 0.122
H -13.21 -6.37 -22.28 -0.272
H -14.52 -7.19 -23.26 0.556
H -16.20 -5.80 -22.01 0.108
H -15.74 -5.00 -24.31 0.455
H -14.25 -4.43 -23.85 0.119
H -15.69 -3.61 -23.30 0.430
H -14.07 -3.84 -21.31 0.117
H -14.65 -4.94 -20.21 -0.022
C -17.46 -5.36 -19.06 -1.090
O -17.26 -5.79 -17.74 -0.304
C -17.19 -7.22 -17.57 -0.252
C -18.61 -7.76 -17.67 0.811
C -19.50 -7.65 -16.40 -1.434
N -18.58 -9.05 -18.00 -0.710
H -16.83 -5.76 -19.85 0.349
H -17.36 -4.29 -19.25 0.383
H -18.53 -5.46 -19.24 0.399
H -16.54 -7.63 -18.34 0.057
H -16.81 -7.47 -16.58 0.139
H -19.12 -7.20 -18.47 0.169
H -19.60 -6.76 -15.78 0.261
H -19.21 -8.47 -15.75 0.378
H -20.45 -7.96 -16.82 0.343
H -18.07 -9.17 -18.86 0.248
H -18.19 -9.75 -17.37 0.256
C -8.30 -4.78 -14.42 -0.690
O -7.19 -5.35 -14.98 -0.357
C -7.16 -6.66 -15.60 -0.977
C -7.18 -6.46 -17.14 2.402
C -7.44 -7.76 -17.89 -1.746
N -5.93 -5.93 -17.63 -0.641
H -8.04 -4.05 -13.66 0.289
H -9.05 -5.44 -13.98 0.365
H -8.84 -4.19 -15.16 0.142
H -6.24 -7.18 -15.33 0.331
H -7.98 -7.24 -15.17 0.354
H -7.97 -5.82 -17.52 -0.795
H -6.47 -8.27 -17.91 0.349
H -7.63 -7.39 -18.90 0.122
H -8.14 -8.50 -17.51 0.347
H -5.75 -5.02 -17.25 -0.218
H -5.84 -5.91 -18.64 0.292
C -9.03 -8.64 -21.46 -0.824
O -9.94 -9.15 -20.39 -0.029
C -9.37 -10.24 -19.66 -0.931
C -10.36 -10.71 -18.68 1.109
C -9.94 -11.91 -17.87 -1.540
N -11.49 -11.15 -19.45 -0.734
H -8.37 -7.85 -21.11 0.190
H -9.62 -8.28 -22.30 0.222
H -8.28 -9.34 -21.85 0.373
H -9.06 -11.10 -20.25 0.325
H -8.44 -9.92 -19.18 0.498
H -10.78 -9.97 -18.00 -0.189
H -9.87 -12.91 -18.30 0.395
H -10.59 -11.84 -17.01 0.357
H -8.91 -11.79 -17.54 0.340
H -11.40 -10.43 -20.15 0.268
H -11.27 -12.01 -19.93 0.289
C -17.24 -7.01 -13.13 -0.446
O -16.97 -7.01 -11.75 -0.508
C -16.81 -5.64 -11.14 -0.710
C -16.07 -5.63 -9.73 0.841
C -16.83 -6.60 -8.70 -1.468
N -15.70 -4.40 -9.18 -0.701
H -16.24 -6.91 -13.55 -0.087
H -17.90 -6.19 -13.41 0.434
H -17.54 -8.02 -13.40 0.280
H -16.40 -4.95 -11.87 0.264
H -17.78 -5.21 -10.89 0.457
H -15.05 -5.99 -9.80 -0.165
H -17.81 -6.25 -8.36 0.411
H -16.24 -6.83 -7.81 0.406
H -16.97 -7.55 -9.21 0.304
H -15.07 -4.60 -8.42 0.336
H -16.48 -4.15 -8.59 0.317
C -1.18 -3.35 -13.68 -0.800
O -2.33 -3.64 -14.50 -0.271
C -2.73 -2.80 -15.57 -1.091
C -4.03 -3.34 -16.22 0.787
C -4.54 -2.53 -17.52 -1.241
N -5.13 -3.20 -15.28 -0.357
H -0.21 -3.30 -14.18 0.278
H -1.18 -4.19 -12.98 0.261
H -1.38 -2.53 -12.99 0.329
H -2.99 -1.77 -15.29 0.382
H -1.95 -2.89 -16.32 0.402
H -3.78 -4.38 -16.42 0.232
H -4.74 -1.46 -17.48 0.449
H -5.36 -3.05 -18.02 0.182
H -3.73 -2.60 -18.25 0.497
H -4.86 -3.21 -14.30 0.305
H -5.74 -4.01 -15.29 0.027
C -13.06 -9.77 -14.83 -0.855
O -13.69 -8.73 -14.09 -0.239
C -12.71 -8.10 -13.23 -0.946
C -13.43 -6.97 -12.39 1.920
C -12.66 -6.37 -11.24 -1.762
N -14.34 -7.81 -11.71 -0.626
H -12.63 -9.36 -15.75 0.225
H -13.93 -10.37 -15.08 0.313
H -12.36 -10.32 -14.20 0.348
H -12.30 -8.83 -12.53 0.389
H -11.91 -7.83 -13.91 0.531
H -13.82 -6.16 -13.00 -0.622
H -13.21 -5.62 -10.67 0.366
H -11.67 -5.96 -11.45 0.298
H -12.44 -7.13 -10.50 0.488
H -15.08 -7.43 -11.14 -0.003
H -14.72 -8.43 -12.40 0.261
C -11.30 -0.49 -14.01 -0.545
O -11.02 0.12 -15.30 -0.455
C -9.98 -0.41 -16.14 -0.233
C -8.55 -0.46 -15.56 0.806
C -7.85 0.83 -15.56 -1.653
N -7.76 -1.35 -16.48 0.137
H -11.48 -1.55 -14.20 0.156
H -12.20 -0.08 -13.56 0.265
H -10.40 -0.35 -13.40 0.294
H -10.28 -1.40 -16.49 0.134
H -10.02 0.22 -17.03 0.077
H -8.55 -0.87 -14.56 0.307
H -7.53 1.06 -16.57 0.310
H -6.94 0.83 -14.95 0.372
H -8.54 1.56 -15.15 0.386
H -8.39 -2.09 -16.76 -0.419
H -6.84 -1.70 -16.22 0.000
C -11.17 -4.85 -23.42 -0.991
O -12.03 -5.53 -24.28 0.149
C -11.99 -5.30 -25.62 -0.838
C -12.36 -6.61 -26.17 -0.484
N -11.93 -6.83 -27.57 -0.229
C -11.99 -8.15 -28.18 -0.400
C -12.00 -8.19 -29.73 -0.756
O -12.06 -9.58 -30.33 -0.370
C -11.12 -10.55 -29.92 -0.638
H -11.42 -3.79 -23.38 0.453
H -10.11 -4.84 -23.65 0.554
H -11.39 -5.35 -22.48 -0.061
H -10.97 -5.04 -25.91 0.359
H -12.57 -4.42 -25.92 0.399
H -13.45 -6.64 -26.13 0.280
H -12.08 -7.47 -25.56 0.396
H -12.19 -6.14 -28.26 0.228
H -12.78 -8.85 -27.90 0.256
H -11.07 -8.68 -27.96 0.261
H -11.31 -7.54 -30.26 0.342
H -13.04 -7.91 -29.89 0.394
H -11.35 -11.01 -28.96 0.238
H -10.22 -9.97 -29.71 0.326
H -11.11 -11.32 -30.69 0.224
C -11.88 -0.97 -20.14 -0.391
O -11.52 -0.74 -21.47 -0.299
C -10.92 0.49 -21.90 -0.732
C -9.44 0.51 -21.53 -0.578
N -8.75 -0.76 -21.92 -0.175
C -7.54 -1.06 -21.17 0.195
C -6.89 -2.28 -21.84 -0.980
O -5.79 -2.81 -21.14 -0.355
C -4.71 -2.00 -21.23 -0.815
H -12.59 -1.79 -20.06 0.018
H -12.56 -0.17 -19.84 0.415
H -11.01 -0.91 -19.49 0.110
H -11.44 1.38 -21.54 0.405
H -11.00 0.49 -22.99 0.295
H -9.38 0.72 -20.46 0.233
H -9.02 1.37 -22.05 0.412
H -9.39 -1.48 -22.23 0.197
H -7.54 -1.33 -20.11 -0.106
H -6.89 -0.19 -21.23 0.515
H -6.53 -2.00 -22.84 0.653
H -7.51 -3.15 -22.07 0.129
H -3.80 -2.59 -21.20 0.277
H -4.70 -1.28 -20.41 0.242
H -4.72 -1.45 -22.17 0.417
C -13.94 -3.95 -14.43 -1.055
O -13.30 -4.73 -15.43 0.122
C -14.19 -5.25 -16.39 -0.346
C -13.26 -6.00 -17.37 -0.601
N -12.37 -5.16 -18.16 0.377
C -11.51 -5.96 -18.94 0.053
C -10.48 -5.04 -19.63 -1.076
O -9.71 -4.39 -18.66 0.663
C -8.75 -3.48 -19.29 -0.256
H -14.29 -3.08 -15.00 0.332
H -13.23 -3.70 -13.64 0.179
H -14.88 -4.39 -14.08 0.338
H -14.73 -4.45 -16.88 0.323
H -14.97 -5.90 -15.99 -0.097
H -13.91 -6.54 -18.06 0.276
H -12.68 -6.69 -16.75 0.152
H -11.87 -4.51 -17.57 0.040
H -12.08 -6.54 -19.67 -0.484
H -11.00 -6.62 -18.24 0.309
H -11.08 -4.34 -20.21 0.095
H -9.98 -5.69 -20.34 0.349
H -8.12 -2.93 -18.60 -0.647
H -9.16 -2.65 -19.86 0.482
H -8.02 -3.93 -19.97 0.405
```



ORCA calculation (ωB97M-V with the def2-TZVPD basis set) on C11H11ClN6O3 in the gas phase at a distorted geometry.

* highest occupied orbital energy: -0.3599 Ha
* electronic energy: -39187.931 eV
* net charge: 0
* molar mass: 310.7 g mol⁻¹
* SMILES: CCCn1nnc(NC(=O)c2ccc([N+](=O)[O-])cc2Cl)n1

```
32
Properties=species:S:1:pos:R:3:mulliken_charge:R:1
C -2.21 -3.76 -0.04 -1.408
C -0.94 -3.04 -0.48 0.254
C 0.13 -3.10 0.61 -0.672
N 1.25 -2.28 0.25 0.634
N 2.49 -2.68 0.21 -0.633
N 3.21 -1.67 -0.13 -0.541
C 2.36 -0.64 -0.29 0.436
N 2.79 0.60 -0.66 0.012
C 2.01 1.71 -0.88 -0.202
O 2.49 2.76 -1.24 -0.590
C 0.55 1.49 -0.65 0.184
C -0.30 1.27 -1.73 -0.257
C -1.64 1.02 -1.52 -0.537
C -2.13 0.99 -0.22 -0.221
N -3.52 0.67 0.01 1.014
O -3.91 0.63 1.15 -0.613
O -4.21 0.44 -0.96 -0.611
C -1.31 1.25 0.87 -0.502
C 0.03 1.50 0.65 0.714
Cl 1.08 1.80 1.98 -0.196
N 1.11 -1.01 -0.05 -0.085
H -2.62 -3.29 0.85 0.347
H -2.96 -3.70 -0.83 0.379
H -2.01 -4.80 0.17 0.386
H -1.16 -1.99 -0.69 -0.042
H -0.55 -3.50 -1.40 0.263
H 0.51 -4.12 0.75 0.356
H -0.28 -2.74 1.55 0.313
H 3.79 0.70 -0.80 0.274
H 0.11 1.29 -2.73 0.459
H -2.31 0.82 -2.34 0.490
H -1.73 1.24 1.87 0.593
```



ORCA calculation (ωB97M-V with the def2-TZVPD basis set) on C30H29AsFN4O8SbSe4Ti as an isolated structure at a distorted geometry.

* highest occupied orbital energy: -0.0710 Ha
* electronic energy: -408524.945 eV
* net charge: -2
* molar mass: 1153.0 g mol⁻¹

```
79
Properties=species:S:1:pos:R:3:mulliken_charge:R:1
Ti 1.36 -1.06 -0.04 -1.171
O -0.46 -3.14 3.22 -0.784
C 0.27 -2.49 2.48 0.280
O -0.10 -1.73 1.50 -0.084
C 1.76 -2.47 2.67 0.684
C 2.38 -2.35 3.90 -1.085
C 3.70 -1.95 3.94 -0.162
C 4.39 -1.70 2.75 -1.034
C 3.71 -1.91 1.59 0.948
N 2.43 -2.29 1.54 0.321
C 4.22 -1.50 0.24 0.171
O 5.36 -1.61 -0.12 -0.707
O 3.23 -1.02 -0.51 -0.456
H 1.79 -2.48 4.80 0.418
H 4.17 -1.73 4.88 0.597
H 5.39 -1.28 2.74 0.410
C -5.60 -2.79 0.30 -1.789
C -4.99 -1.68 1.13 0.575
C -5.98 -0.54 1.32 -1.030
C -5.39 0.55 2.18 -1.160
C -4.09 1.03 1.59 1.385
C -3.62 2.29 1.82 -0.677
C -2.42 2.73 1.27 -0.451
F -2.07 4.01 1.46 -0.425
C -1.65 1.91 0.52 -0.506
C -2.10 0.60 0.28 0.904
C -1.24 -0.30 -0.41 0.095
O -0.09 0.09 -0.80 0.439
C -1.69 -1.64 -0.61 0.745
C -2.93 -1.98 -0.15 -0.601
N -3.74 -1.15 0.51 0.285
C -3.32 0.16 0.80 -1.316
C -0.80 -2.79 -1.07 -0.203
O -1.30 -3.74 -1.63 -0.757
O 0.49 -2.68 -0.79 -0.296
H -6.61 -2.99 0.68 0.447
H -5.05 -3.72 0.36 0.498
H -5.68 -2.49 -0.75 0.340
H -4.73 -2.07 2.11 0.184
H -6.88 -0.95 1.78 0.375
H -6.26 -0.14 0.34 0.314
H -5.21 0.16 3.19 0.363
H -6.07 1.39 2.28 0.441
H -4.18 2.97 2.45 0.428
H -0.69 2.23 0.13 0.988
H -3.26 -3.00 -0.30 0.611
C 2.75 -3.14 -3.06 -1.318
As 1.81 -1.43 -3.10 1.342
C 0.42 -1.99 -4.37 -1.391
C 3.01 -0.58 -4.39 -1.237
H 2.90 -3.52 -4.07 0.476
H 2.16 -3.85 -2.48 0.299
H 3.72 -2.99 -2.58 0.321
H 0.87 -2.43 -5.26 0.447
H -0.18 -1.12 -4.66 0.319
H -0.23 -2.72 -3.89 0.360
H 3.13 -1.23 -5.27 0.443
H 3.97 -0.42 -3.91 0.319
H 2.61 0.38 -4.70 0.326
N 1.61 6.13 -0.12 -0.130
C 1.35 5.66 -1.35 -0.033
O 0.86 6.33 -2.25 -0.717
C 1.70 4.20 -1.55 0.604
C 0.97 3.45 -2.45 -0.891
C 1.31 2.11 -2.60 -0.188
N 2.30 1.52 -1.94 0.161
C 3.02 2.26 -1.10 -1.324
C 2.75 3.60 -0.87 -0.455
H 1.37 7.09 0.08 0.196
H 1.90 5.53 0.66 -0.022
H 0.17 3.90 -3.02 0.460
H 0.74 1.48 -3.27 0.388
H 3.82 1.76 -0.58 0.331
H 3.34 4.14 -0.14 1.210
Se 3.38 1.29 5.12 -0.660
Sb 1.89 2.29 3.45 0.710
Se 1.61 0.56 1.48 0.372
Se 2.93 4.30 2.44 -0.605
Se -0.42 2.61 4.15 -0.667
```



ORCA calculation (ωB97M-V with the def2-TZVPD basis set) on a 2-piece molecular cluster, C6H12NO3 overall at a distorted geometry.

* highest occupied orbital energy (spin up / spin down): -0.4404 / -0.4404 Ha
* electronic energy: -14036.657 eV
* net charge: +1
* molar mass: 146.2 g mol⁻¹

```
22
Properties=species:S:1:pos:R:3:mulliken_charge:R:1
C 1.05 0.81 -1.90 -0.202
C 0.20 0.49 -0.87 -0.078
C -0.38 -1.61 -1.02 0.304
C 1.43 1.15 1.15 -0.921
C -0.77 2.09 0.65 -0.841
C -0.93 -2.34 0.15 -0.469
N 0.12 0.92 0.50 0.295
O 1.39 0.22 -2.89 -0.535
O -0.27 -2.08 -2.17 -0.263
O -0.98 -1.51 1.29 -0.549
H 1.31 1.89 -1.76 0.272
H 1.28 1.37 2.21 0.411
H 2.05 0.26 1.05 0.334
H 1.94 1.99 0.68 0.389
H -0.33 2.96 0.16 0.392
H -1.73 1.88 0.18 0.318
H -0.92 2.32 1.70 0.397
H -0.29 -3.22 0.34 0.368
H -1.94 -2.71 -0.11 0.360
H -0.34 0.12 0.97 0.281
H -0.55 -3.00 -2.35 0.406
H -1.36 -2.00 2.03 0.330
```